11 unconnected molecules or ions with the total composition C35H100N14O11. Source: the OMol25 dataset; level of theory: ωB97M-V/def2-TZVPD.

## Properties
Gap between HOMO and LUMO = 0.31635 Eh
E_tot = -81294.7415 eV
LUMO = 0.22 eV
Energy relative to the best compared isomer or geometry (same formula, charge and spin) = 120.3 kcal/mol

```
! RIJCOSX wB97M-V def2-TZVPD def2/J DEFGRID3
* xyz 0 1
C 1.04272 -0.37903 -0.06540
O 0.99387 0.14163 1.01667
N -0.01160 -0.52257 -0.91504
N 2.00676 -1.07569 -0.53437
H 0.04961 -0.96863 -1.81914
H -0.91038 -0.09668 -0.73928
H 1.90608 -1.42728 -1.47583
H 2.77840 -1.31509 0.07173
C 3.85155 -2.13815 -4.21415
O 3.24774 -1.57130 -3.30505
N 3.70530 -3.35138 -4.71179
N 4.61576 -1.49750 -5.05392
H 3.00756 -3.97174 -4.32652
H 4.21929 -3.58386 -5.54957
H 5.01778 -2.16514 -5.69636
H 4.79077 -0.50787 -4.95341
C 4.82163 1.55980 -3.03675
O 5.16486 1.05261 -4.10320
N 3.75632 1.11739 -2.42880
N 5.65264 2.17541 -2.28561
H 3.43480 1.51882 -1.55956
H 3.43808 0.19273 -2.68145
H 6.59300 2.08199 -2.64212
H 5.34619 2.62676 -1.43563
C -3.14484 2.90444 -1.82041
C -3.36955 4.12712 -0.92806
C -4.14182 5.28547 -1.57392
O -3.60166 5.65758 -2.86053
C -3.68579 7.09621 -3.10248
N -4.20203 3.54184 0.08942
H -2.66503 2.09645 -1.26813
H -2.64668 3.20086 -2.74349
H -4.12940 2.57396 -2.15138
H -2.51053 4.40518 -0.31742
H -4.16583 6.12996 -0.88518
H -5.18853 4.99416 -1.66130
H -2.94717 7.70679 -2.58313
H -4.62501 7.59259 -2.85840
H -3.41731 7.25076 -4.14753
H -4.52269 4.29186 0.68502
H -3.70446 3.00586 0.78601
C 6.03726 0.29417 1.20302
C 4.87248 -0.49067 1.72445
C 4.81980 -1.92388 1.32030
O 4.60664 -2.13121 -0.04565
C 4.30110 -3.49398 -0.50469
N 5.08500 -0.41238 3.16686
H 6.02260 1.30146 1.61923
H 5.96752 0.26307 0.11569
H 6.99646 -0.04276 1.59610
H 3.91765 -0.01086 1.50957
H 4.05421 -2.40161 1.93165
H 5.71455 -2.48776 1.58407
H 3.41528 -3.87529 0.00328
H 5.27525 -3.97233 -0.40314
H 4.02077 -3.51175 -1.55787
H 5.70388 -1.15874 3.44973
H 5.60580 0.44078 3.31175
C 5.11879 5.58707 -0.44455
C 4.24977 4.61897 0.23780
C 2.95148 4.30984 -0.47650
O 2.06750 3.64995 0.37859
C 0.87199 3.20691 -0.24033
N 5.01004 3.38314 0.27605
H 4.50101 6.48466 -0.47253
H 5.26197 5.21883 -1.46042
H 6.05599 5.88417 0.02609
H 3.98840 4.84277 1.27206
H 3.08220 3.81032 -1.43645
H 2.34525 5.17207 -0.75423
H 0.36144 3.86734 -0.94124
H 0.21041 2.82939 0.53935
H 1.11780 2.42863 -0.96279
H 4.55816 2.56815 0.66552
H 5.84306 3.54839 0.82275
C 0.70577 -0.01966 6.00547
C 2.14355 -0.32191 5.37720
C 2.46625 -1.83692 5.22919
O 1.56141 -2.36576 4.24868
C 1.87686 -3.66273 3.80161
N 2.39598 0.33251 4.11516
H -0.01369 -0.73287 5.60320
H 0.32916 0.91774 5.59614
H 0.80291 -0.08616 7.08910
H 2.88164 0.10504 6.05619
H 2.19472 -2.31795 6.16886
H 3.50615 -1.98193 4.93646
H 1.24445 -4.02047 2.98910
H 1.83908 -4.40662 4.59741
H 2.87845 -3.64407 3.37200
H 3.34360 0.03799 3.92707
H 2.00523 -0.28740 3.42008
C -2.32537 0.21068 3.86800
C -2.70276 1.47373 3.04417
C -1.70007 2.67049 3.38176
O -1.80589 3.21557 4.67250
C -3.08128 3.71771 4.96953
N -2.71015 1.13570 1.71042
H -2.52669 0.45067 4.91202
H -1.25108 0.09167 3.72717
H -2.73202 -0.76378 3.59751
H -3.69341 1.79970 3.36112
H -1.95344 3.51319 2.73851
H -0.69192 2.33589 3.13728
H -3.28525 4.67582 4.49148
H -3.07401 3.98109 6.02721
H -3.94868 3.07335 4.82632
H -3.21781 0.27297 1.57592
H -1.77155 0.83300 1.49248
C -6.81971 -1.57971 0.09700
C -6.78865 -2.01964 -1.36184
C -5.41143 -1.69456 -2.06950
O -4.28921 -2.37833 -1.63476
C -3.11607 -2.23630 -2.41530
N -7.16136 -3.36753 -1.57497
H -6.63171 -0.53097 0.32698
H -6.03255 -2.06036 0.67791
H -7.76773 -1.80071 0.58744
H -7.53910 -1.51118 -1.96714
H -5.17207 -0.64455 -1.90133
H -5.43998 -1.69319 -3.15912
H -3.42688 -2.46332 -3.43508
H -2.30469 -2.80759 -1.96432
H -2.74495 -1.21728 -2.30595
H -7.69811 -3.49453 -2.42106
H -6.31214 -3.91147 -1.63017
C -5.71944 -4.59186 2.88498
C -4.37967 -3.88851 3.33436
C -3.60758 -3.34483 2.09622
O -2.18981 -3.27881 2.39191
C -1.30709 -2.40834 1.69326
N -4.81247 -2.92672 4.34488
H -5.55429 -5.54337 2.37955
H -6.20189 -4.07832 2.05334
H -6.35218 -4.91050 3.71336
H -3.62862 -4.62959 3.60791
H -4.04581 -2.39874 1.77846
H -3.78165 -3.95241 1.20816
H -1.60480 -1.37385 1.86447
H -1.33076 -2.55030 0.61281
H -0.29021 -2.66404 1.99103
H -5.32572 -3.43267 5.05248
H -4.00641 -2.55600 4.82751
C 0.21449 0.13903 -4.52497
C -0.11583 -1.36800 -4.58754
C 0.69450 -1.92056 -5.79005
O 0.43764 -3.28175 -5.85433
C 0.99232 -3.84040 -7.10757
N 0.35820 -1.88207 -3.30727
H -0.19797 0.76399 -3.73289
H -0.10070 0.71154 -5.39731
H 1.29852 0.25208 -4.51080
H -1.16912 -1.58530 -4.76487
H 1.74838 -1.69765 -5.62343
H 0.44560 -1.34817 -6.68364
H 0.66693 -3.33183 -8.01508
H 0.48356 -4.80222 -7.17214
H 2.05618 -4.07758 -7.11439
H 0.07133 -2.84680 -3.39167
H 1.35933 -1.89344 -3.44038
*
```

=====

2 unconnected molecules or ions with the total composition C35H18F15OSi. Source: the OMol25 dataset; level of theory: ωB97M-V/def2-TZVPD.

## Properties
Gap between HOMO and LUMO = 0.22444 Eh
E_tot = -87265.3481 eV
LUMO = -5.66 eV
Energy relative to the best compared isomer or geometry (same formula, charge and spin) = 0.0 kcal/mol

```
! RIJCOSX wB97M-V def2-TZVPD def2/J DEFGRID3
* xyz 1 1
C 1.57979 -1.56557 -1.56245
C 1.07889 -0.21517 -1.19917
C 1.57181 0.59799 -0.22717
O 0.08449 0.17882 -2.03021
Si -1.50877 0.66000 -1.83020
C -2.16027 1.31709 -3.44971
C -3.22711 2.21615 -3.45608
F -3.75996 2.62093 -2.27167
C -3.76128 2.76436 -4.61865
F -4.76697 3.65975 -4.54938
C -3.23642 2.38135 -5.85371
F -3.75889 2.86861 -6.99535
C -2.17789 1.47344 -5.88970
F -1.66720 1.07558 -7.07144
C -1.65231 0.96556 -4.70147
F -0.59457 0.12087 -4.78189
C -2.65944 -0.74220 -1.35516
C -3.73520 -0.58004 -0.47778
F -4.00283 0.64960 0.02721
C -4.57637 -1.62031 -0.08355
F -5.59367 -1.38300 0.76944
C -4.35556 -2.90580 -0.57968
F -5.13221 -3.93398 -0.18608
C -3.33248 -3.10069 -1.50819
F -3.11360 -4.32503 -2.02904
C -2.54024 -2.02290 -1.90219
F -1.62069 -2.22859 -2.88419
C -1.36349 1.98851 -0.54325
C -1.07347 3.31653 -0.85932
F -0.86508 3.65463 -2.15986
C -0.91057 4.31130 0.10041
F -0.70703 5.58660 -0.28068
C -0.93494 3.97350 1.45243
F -0.70822 4.90020 2.40217
C -1.17517 2.65083 1.80886
F -1.17616 2.30565 3.11592
C -1.36516 1.69472 0.81879
F -1.46238 0.38988 1.20446
H 2.60653 -1.73513 -1.23292
H 0.92400 -2.32595 -1.11028
H 1.48725 -1.68971 -2.64408
H 1.27262 1.64031 -0.22688
H 2.46765 0.32227 0.31620
C 7.03354 -0.19827 1.17803
C 5.69183 -0.75088 1.53198
C 5.18026 -1.85698 0.83831
C 3.85214 -2.20565 0.96678
C 2.97008 -1.45322 1.81207
C 1.56842 -1.61821 1.67496
C 0.59636 -1.35250 2.68399
C -0.34957 -2.38119 2.98123
C -1.08981 -2.33901 4.14968
C -1.00754 -1.21371 4.98357
C -0.23183 -0.11653 4.60451
C 0.53401 -0.16038 3.44961
C 3.58097 -0.50838 2.69292
C 4.90505 -0.14251 2.51654
H 7.21243 0.74373 1.69747
H 7.85849 -0.86778 1.43746
H 7.11563 -0.01615 0.10029
H 5.84915 -2.42636 0.18931
H 3.44450 -3.05400 0.40914
H 1.25700 -2.38589 0.96840
H -0.39489 -3.24384 2.30265
H -1.68577 -3.20503 4.44127
H -1.56677 -1.18284 5.91547
H -0.18096 0.75781 5.25244
H 1.11525 0.70645 3.13038
H 2.98692 -0.05874 3.47997
H 5.35771 0.61909 3.14706
*
```